Entry 1:
ORCA calculation (ωB97M-V/def2-TZVPD) on a single C5H5ClS molecule.

The gap between HOMO and LUMO comes out at 9.31 eV. Its charge is 0. The value obtained for the LUMO energy is 0.5372 eV. The value obtained for the relative energy (zero: lowest compared OMol25 entry of this formula, charge and spin) is 2.8 kcal/mol. Its multiplicity is 1.

Each line ends with the natural charge from an NBO analysis.
Atoms and positions in Å:
1 S 1.157 1.303 -1.778  0.006
2 C 0.861 0.612 -0.141  -0.417
3 C 0.771 -0.927 -0.219  -0.178
4 C -0.355 -1.339 0.378  -0.246
5 C -1.104 -0.149 0.925  -0.064
6 Cl -2.610 -0.373 1.736  0.033
7 C -0.445 0.970 0.554  -0.222
8 H -0.007 0.874 -2.300  0.128
9 H 1.731 0.883 0.506  0.264
10 H 1.482 -1.497 -0.863  0.233
11 H -0.748 -2.368 0.489  0.232
12 H -0.735 2.011 0.713  0.232



Entry 2:
ORCA calculation (ωB97M-V/def2-TZVPD) on a molecular structure, C5H5CoFO4.

The gap between HOMO and LUMO (alpha / beta) comes out at 9.39 / 5.87 eV. Its charge is +2. The value obtained for the LUMO energy (alpha / beta) is -9.3859 / -14.0597 eV. The value obtained for the relative energy (zero: lowest compared OMol25 entry of this formula, charge and spin) is 60.6 kcal/mol. Its multiplicity is 6. Its expectation value of S² is 8.785.

Each line ends with the natural charge from an NBO analysis.
Atoms and positions in Å:
1 C 0.214 -0.174 0.524  0.796
2 C -0.040 -0.632 -0.921  -0.189
3 O -0.445 -1.978 -0.756  -0.247
4 C -0.957 -2.134 0.475  0.934
5 O -0.667 -1.073 1.236  -0.379
6 O -1.567 -3.098 0.836  -0.070
7 O 0.046 1.077 0.813  -0.854
8 F 1.500 -0.579 0.913  -0.310
9 H 0.773 -0.032 -1.676  0.310
10 Co 0.554 2.622 0.291  1.643
11 H -0.872 -0.102 -1.401  0.281
12 C 2.491 3.078 -1.641  -0.405
13 C 1.265 2.614 -1.801  -0.405
14 H 3.204 3.207 -0.821  0.290
15 H 2.971 3.567 -2.500  0.325
16 H 0.414 2.704 -2.482  0.281



Entry 3:
ORCA calculation (ωB97M-V/def2-TZVPD) on a molecular structure, C5H5CrS4Sb.

The gap between HOMO and LUMO (alpha / beta) comes out at 6.01 / 6.89 eV. Its charge is -1. The value obtained for the LUMO energy (alpha / beta) is 1.5196 / 2.3949 eV. Its multiplicity is 2. Its expectation value of S² is 0.851.

Each line ends with the natural charge from an NBO analysis.
Atoms and positions in Å:
1 Cr 0.226 0.008 -0.093  0.495
2 C -1.416 1.173 0.880  -0.305
3 C -1.999 0.068 0.219  -0.282
4 C -1.469 -1.106 0.798  -0.306
5 C -0.592 -0.726 1.853  -0.301
6 C -0.561 0.679 1.905  -0.296
7 H -1.676 2.208 0.726  0.240
8 H -2.724 0.114 -0.577  0.244
9 H -1.755 -2.115 0.551  0.242
10 H -0.103 -1.395 2.543  0.242
11 H -0.059 1.273 2.651  0.241
12 S 3.376 1.982 -3.233  -0.829
13 Sb 2.646 -0.043 -2.518  1.354
14 S 0.187 -0.085 -2.308  -0.466
15 S 2.408 -0.077 -0.032  -0.448
16 S 3.510 -1.958 -3.367  -0.824



Entry 4:
ORCA calculation (ωB97M-V/def2-TZVPD) on a molecular structure, C5H5CuO7.

The gap between HOMO and LUMO comes out at 6.90 eV. Its charge is 0. The value obtained for the LUMO energy is -2.0985 eV. Its multiplicity is 1.

Each line ends with the natural charge from an NBO analysis.
Atoms and positions in Å:
1 O 0.042 1.861 -3.679  -0.809
2 C 0.551 1.443 -2.611  0.963
3 O 1.733 1.033 -2.521  -0.816
4 O -0.271 1.370 -1.548  -0.520
5 O -0.617 0.359 1.959  -0.537
6 C -0.864 0.924 0.685  -0.059
7 C 0.245 0.826 -0.343  -0.095
8 H -1.095 1.977 0.888  0.201
9 H -1.774 0.443 0.303  0.204
10 H 0.532 -0.222 -0.509  0.206
11 H 1.123 1.397 -0.012  0.190
12 Cu 2.072 1.678 -4.990  0.901
13 O 1.148 -0.687 2.819  -0.545
14 C -0.008 -0.767 2.285  0.887
15 O -0.618 -2.132 1.651  -0.773
16 C -1.237 -3.878 1.097  0.623
17 O -1.315 -4.979 0.815  -0.538
18 H 0.354 -0.645 3.713  0.519



Entry 5:
ORCA calculation (ωB97M-V/def2-TZVPD) on a single C5H5F molecule.

The gap between HOMO and LUMO comes out at 9.49 eV. Its charge is 0. The value obtained for the LUMO energy is 0.9896 eV. The value obtained for the relative energy (zero: lowest compared OMol25 entry of this formula, charge and spin) is 35.2 kcal/mol. Its multiplicity is 1.

Each line ends with the natural charge from an NBO analysis.
Atoms and positions in Å:
1 C 1.098 2.704 1.124  -0.694
2 C 0.671 1.493 0.527  0.029
3 C 0.542 0.403 -0.025  -0.066
4 C 0.229 -0.817 -0.588  -0.374
5 C -0.989 -1.271 -0.345  0.287
6 F -1.364 -2.447 -0.772  -0.313
7 H 1.170 2.462 2.235  0.239
8 H 2.056 2.938 0.664  0.242
9 H 0.500 3.592 0.906  0.237
10 H 0.958 -1.388 -1.192  0.239
11 H -1.715 -0.650 0.182  0.173



Entry 6:
ORCA calculation (ωB97M-V/def2-TZVPD) on 2 unconnected molecules or ions with the total composition C5H5F2N3O2S.

The gap between HOMO and LUMO (alpha / beta) comes out at 8.15 / 7.67 eV. Its charge is 0. The value obtained for the LUMO energy (alpha / beta) is -1.0579 / -0.0778 eV. The value obtained for the relative energy (zero: lowest compared OMol25 entry of this formula, charge and spin) is 59.1 kcal/mol. Its multiplicity is 1.

Each line ends with the natural charge from an NBO analysis.
Atoms and positions in Å:
1 C -2.077 -0.443 1.354  -0.393
2 C -1.086 -0.536 0.418  -0.034
3 C 1.400 -0.786 -0.233  0.573
4 C 0.778 2.213 -0.405  0.568
5 C 0.296 -0.507 0.684  0.244
6 N -1.584 -1.048 -0.806  -0.183
7 N -2.809 -1.259 -0.786  -0.301
8 N 1.292 -0.956 -1.571  -0.782
9 O 2.509 -0.783 0.342  -0.660
10 O 0.758 -0.234 1.932  -0.645
11 F -0.405 2.708 -0.043  -0.334
12 F 0.882 2.354 -1.733  -0.330
13 S -3.624 -0.750 0.592  0.574
14 H -2.141 0.187 2.248  0.258
15 H 1.575 2.570 0.137  0.113
16 H 0.372 -1.335 -1.886  0.423
17 H 2.077 -1.249 -1.977  0.391
18 H 1.786 -0.148 1.732  0.519



Entry 7:
ORCA calculation (ωB97M-V/def2-TZVPD) on 2 unconnected molecules or ions with the total composition C5H5F3.

The gap between HOMO and LUMO comes out at 10.74 eV. Its charge is 0. The value obtained for the LUMO energy is 0.8430 eV. The value obtained for the relative energy (zero: lowest compared OMol25 entry of this formula, charge and spin) is 56.3 kcal/mol. Its multiplicity is 1.

Each line ends with the natural charge from an NBO analysis.
Atoms and positions in Å:
1 F -1.351 -0.502 1.291  -0.325
2 C -1.547 0.259 0.175  0.032
3 C -2.802 0.512 -0.215  0.672
4 F -3.885 0.108 0.376  -0.279
5 F -3.041 1.081 -1.412  -0.307
6 H -0.672 0.346 -0.472  0.206
7 C 1.993 0.492 1.083  -0.510
8 C 1.911 -0.226 -0.001  0.111
9 C 1.881 -0.953 -1.102  -0.501
10 H 1.249 1.241 1.258  0.223
11 H 2.500 0.145 2.058  0.236
12 H 1.203 -1.690 -1.114  0.213
13 H 2.559 -0.813 -1.927  0.229



Entry 8:
ORCA calculation (ωB97M-V/def2-TZVPD) on a single C5H5F3O2S molecule.

The gap between HOMO and LUMO (alpha / beta) comes out at 6.97 / 9.68 eV. Its charge is 0. The value obtained for the LUMO energy (alpha / beta) is -1.9050 / -0.4996 eV. The value obtained for the relative energy (zero: lowest compared OMol25 entry of this formula, charge and spin) is 56.3 kcal/mol. Its multiplicity is 1.

Each line ends with the natural charge from an NBO analysis.
Atoms and positions in Å:
1 C 2.275 -1.838 -0.826  -0.032
2 C 2.430 -0.631 -0.333  -0.276
3 C -2.191 0.011 0.851  -0.519
4 C 1.354 0.546 -0.222  -0.066
5 C 3.843 -0.125 -0.028  0.960
6 O -0.960 -0.836 -1.165  -0.916
7 O 0.464 0.220 0.665  -0.689
8 F 4.854 -0.976 -0.160  -0.310
9 F 4.066 0.907 -0.890  -0.347
10 F 3.994 0.449 1.150  -0.320
11 S -0.831 -0.902 0.294  1.450
12 H 1.601 -2.619 -1.280  0.220
13 H -2.322 1.105 0.509  0.230
14 H -2.864 -0.533 1.519  0.211
15 H 1.939 1.347 0.053  0.205
16 H 0.987 0.722 -1.254  0.199



Entry 9:
ORCA calculation (ωB97M-V/def2-TZVPD) on a molecular structure, C5H5FMgO4.

The gap between HOMO and LUMO (alpha / beta) comes out at 6.41 / 5.64 eV. Its charge is +1. The value obtained for the LUMO energy (alpha / beta) is -7.1431 / -7.9278 eV. Its multiplicity is 2. Its expectation value of S² is 0.761.

Each line ends with the natural charge from an NBO analysis.
Atoms and positions in Å:
1 C 1.154 -0.063 0.771  0.784
2 C 1.062 -0.248 -0.751  -0.100
3 O 2.416 -0.225 -1.150  -0.479
4 C 3.180 -0.628 -0.119  0.967
5 O 2.468 -0.620 1.013  -0.487
6 O 4.331 -0.937 -0.212  -0.519
7 O 0.219 -0.559 1.518  -1.028
8 F 1.308 1.302 1.061  -0.362
9 H -0.130 0.228 -1.142  0.191
10 Mg -1.646 -0.562 1.687  1.845
11 H 0.666 -1.222 -1.064  0.187
12 C -3.106 1.108 -0.099  -0.451
13 C -2.329 0.099 -0.458  -0.347
14 H -3.129 1.877 0.679  0.265
15 H -4.033 1.257 -0.669  0.282
16 H -2.430 -0.806 -1.064  0.255



F_max per entry: 1.80, 5.62, 1.41, 10.62, 4.62, 5.88, 3.91, 5.98, 4.14 eV/Å